196
Properties=species:S:1:pos:R:3:forces:R:3 method="wB97M-V/def2-TZVPD" de_lowest_ev=6.010 e_lumo_ev=0.097 e_tot_ev=-92732.4216 orbital_gap_ev=8.920
O -6.6854 -6.5433 -1.3426 0.6 0.2 -2.1
O -0.2739 5.3139 -1.6836 -1.2 -0.5 -1.9
O 0.8736 -4.8131 -0.9511 -1.7 0.6 1.2
O -6.7779 -0.4411 -1.1428 -0.8 2.1 0.0
O 1.4981 5.3772 0.3502 0.0 0.2 0.7
O 5.7569 -1.2230 -1.1333 2.0 -0.8 1.3
O -1.2793 -2.4936 -4.5127 -0.2 -0.1 0.2
O 4.0768 2.6965 -2.4276 0.4 -0.4 -1.5
O -0.6443 -1.0333 -0.0599 0.4 1.9 -1.2
O 0.6272 -1.1345 4.5717 -1.9 1.9 0.7
O 4.0478 -0.1440 -7.0126 -1.0 -0.9 0.4
O 1.0728 6.1595 3.8673 -1.3 -1.0 0.4
O -5.3194 -6.3472 2.7811 0.2 0.2 -0.3
O 3.9273 3.5467 3.6255 -0.4 -0.9 2.7
N 1.7425 1.0594 -6.3230 -0.7 0.8 -1.5
N 9.5401 -0.6842 -0.9134 -1.5 -0.2 0.1
N 1.0853 2.0439 -1.3495 1.3 -0.8 -0.6
N -6.3134 3.2533 -1.6510 0.5 0.1 -0.1
N -2.2095 4.6099 4.7299 -1.6 -0.4 0.4
N 3.1412 -3.5287 0.7363 -1.4 0.9 -0.2
N -4.2378 -6.8506 -2.8404 -0.3 -0.3 0.4
N -2.3049 1.2284 5.3730 -1.8 0.6 -1.2
N -2.3747 -5.7673 1.7735 -1.3 0.8 -0.9
N 3.7449 3.8746 0.0224 -0.2 -0.5 -0.1
N 1.4694 4.1050 -4.6873 0.6 -1.1 -0.4
C 1.6919 7.3465 4.2371 0.2 0.6 0.7
C -6.0140 -5.4073 -1.8731 1.2 0.1 -0.5
C -6.5057 -6.8632 -0.0106 -0.9 0.3 0.9
C 7.0249 -0.5352 -1.3527 0.5 -1.6 -0.6
C 2.6088 0.7910 -5.2695 1.8 -2.0 2.3
C -6.2633 0.7101 -1.7906 -0.6 1.2 -1.4
C -1.0793 0.5851 5.5501 2.1 -1.5 1.1
C -5.8003 -1.3731 -0.9780 1.4 -1.0 0.0
C 5.4060 2.5681 1.1830 -0.2 0.4 0.9
C -4.4437 -5.6202 -2.0765 -0.5 -0.7 1.2
C 4.6401 -0.5947 -1.6521 0.7 1.0 -1.5
C 3.6111 4.0564 2.4212 0.7 -0.7 -2.2
C 8.1813 -1.3289 -0.6464 0.1 1.7 -1.1
C -0.0554 4.7288 -3.0172 0.0 0.4 0.9
C 4.7617 1.0247 -7.2681 1.7 0.3 -0.5
C 2.7205 -5.2528 2.3211 -0.3 -0.6 1.8
C -2.3905 -4.0433 3.5368 0.2 -0.9 0.3
C -8.4648 2.1075 -2.0819 0.6 -0.8 0.6
C -3.6838 -4.6097 -2.8751 0.0 2.2 -1.1
C -0.5223 -5.0474 -1.2655 0.3 0.0 -1.5
C 3.9627 3.0766 1.2440 0.5 1.0 -1.1
C -1.1959 -0.0379 6.9592 0.6 -1.2 0.1
C -0.6763 -0.4445 4.3864 0.3 -0.6 1.1
C 1.3965 4.7861 -3.4385 0.8 1.5 1.5
C 0.6935 1.0286 -0.3785 -2.3 -0.1 0.2
C 1.7681 0.5227 -4.0138 1.3 -0.1 -0.1
C -0.2837 -0.0009 -1.0411 1.8 -0.2 1.7
C 7.9165 -1.3178 0.8065 -0.3 -0.3 0.9
C -1.0064 4.7807 4.0043 2.0 0.7 0.7
C -4.6300 -5.0840 2.8603 1.3 -1.1 0.4
C -0.2957 6.1096 4.3675 0.3 0.1 -1.7
C 2.9300 2.6559 4.0678 0.3 -1.6 0.6
C -1.6962 5.2557 -1.4758 0.2 -0.2 1.0
C -5.6922 -6.9789 4.0267 0.5 1.3 -0.9
C -3.0784 -5.2576 2.9842 -0.3 -1.7 -0.3
C -7.0490 2.0074 -1.4444 -1.0 -0.6 1.1
C 2.4879 -4.8181 0.9541 0.0 -0.8 -2.3
C 1.2523 -1.2647 3.3534 0.3 -1.4 -1.5
C 0.9656 -4.9641 0.4913 2.3 -0.2 -0.7
C -1.5716 -1.9368 -0.6195 -0.4 1.1 0.3
C 2.0171 6.2443 -3.5040 -1.7 -1.2 0.3
C 0.0865 1.8407 0.7415 -0.3 -0.7 0.5
C -1.2438 4.5356 2.5344 0.0 0.6 0.3
C 3.6438 -0.3306 -5.6537 -0.1 0.8 0.9
H -1.4000 -4.4409 3.7581 0.5 0.8 -0.4
H -5.4811 3.2933 -1.0802 0.6 -0.6 -0.1
H -1.2792 -4.4986 -0.7052 0.5 0.0 0.5
H 6.0620 3.4108 1.4010 0.3 -0.1 0.3
H -6.5034 -6.3823 4.4441 -0.2 -0.2 0.3
H 5.2835 0.8864 -8.2150 0.2 -0.4 0.0
H 8.5820 -2.0300 1.2944 -0.2 0.1 0.4
H 2.4469 0.4817 -3.1619 -0.1 -0.3 0.3
H -0.2806 4.3277 2.0684 -0.4 -0.1 -0.4
H 3.8979 2.9357 -1.5182 -0.1 0.7 1.1
H -0.7426 5.1460 -3.7532 0.1 0.6 -0.1
H -4.0474 -5.7897 -1.0754 0.3 0.2 0.2
H -0.3658 3.6851 -2.9690 0.2 -0.2 0.0
H 9.5453 -0.3193 -1.8551 0.0 0.1 -0.3
H -1.4864 -6.2456 1.8195 0.1 0.3 0.9
H 10.2240 -1.4275 -0.9134 0.2 -0.1 0.1
H -1.8812 -2.5308 0.2404 0.2 -0.9 -0.6
H -6.3160 0.5668 -2.8699 0.0 -0.2 -0.3
H 1.2532 -0.4325 -4.1165 -0.1 0.0 0.0
H 1.2908 -0.3459 2.7683 0.7 0.4 0.3
H 2.2988 0.9250 -7.1551 -0.3 0.1 -0.6
H 8.0421 -0.3194 1.2253 0.4 0.0 -0.1
H -5.1357 -7.3108 -2.8864 0.1 -0.5 -0.3
H -0.7074 -4.7716 -2.3037 0.5 0.3 -0.1
H 8.2167 -2.3169 -1.1053 -0.5 -0.2 0.3
H 0.4080 -0.4434 -1.7580 -0.7 -0.3 -0.7
H -6.0082 -7.9967 3.7983 0.0 0.2 0.0
H -0.7890 0.0259 3.4096 0.8 0.7 -0.1
H -2.9795 -6.0404 3.7362 -0.1 -0.1 0.5
H 2.1282 -4.6050 2.9673 0.0 -0.2 0.5
H 5.7297 2.1971 0.2106 -0.5 -0.1 -0.1
H -0.2317 4.1384 4.4231 -0.2 -1.1 -0.3
H -6.2741 -4.5095 -1.3124 0.2 0.1 0.4
H 7.0284 0.5319 -1.1306 -0.3 0.0 0.5
H -3.0019 5.0464 4.2808 0.0 0.1 0.0
H 0.9411 2.1028 1.3652 -0.4 0.4 0.6
H 1.2898 8.2424 3.7642 -0.2 0.0 -0.6
H 1.0696 1.3282 -3.7873 0.0 -0.1 -0.3
H -2.9622 -6.3775 1.2235 -0.3 0.0 0.0
H 3.1237 1.6203 3.7884 0.3 -0.2 -0.8
H -0.6842 1.2764 1.2666 0.1 0.1 0.5
H 4.2341 4.9422 2.2976 0.0 0.2 -0.3
H -2.7753 -3.8434 4.5368 -0.3 0.5 -0.2
H -4.3209 -4.4522 -3.7454 0.3 0.0 -0.6
H -1.6411 0.6004 7.7224 0.1 0.6 -0.5
H 1.4755 0.4091 0.0606 0.6 0.2 -0.5
H -1.1438 0.5032 -1.4817 -0.2 -0.2 -0.1
H 1.7425 2.6318 -0.8570 0.4 0.3 -0.1
H -0.2628 -0.4161 7.3767 0.2 0.0 -0.2
H 1.3098 6.3118 0.4350 0.0 0.2 0.1
H 2.1607 6.6785 -2.5145 -0.3 0.0 0.0
H -3.9049 -6.6029 -3.7612 -0.3 -0.3 -0.2
H -2.1200 4.3557 -1.9213 0.0 -0.2 0.0
H -1.8684 -0.8954 6.9382 -0.1 -0.2 -0.3
H 1.1515 6.6682 -4.0130 0.6 1.3 -0.2
H 2.5591 4.3349 2.3590 -0.1 0.2 -0.1
H -3.3942 -3.5865 -2.6357 -0.9 0.3 1.4
H -4.8990 -0.9860 -0.5027 0.0 0.3 0.9
H 4.2335 0.1467 -0.9643 -0.2 0.1 -0.1
H 0.7439 -1.9373 2.6625 -0.9 -0.2 -0.1
H -0.5268 -3.0052 -4.8098 0.2 -0.2 -0.1
H -4.8689 -4.5773 3.7953 -0.5 0.2 0.0
H -1.1896 -2.3606 -1.5482 0.2 -0.8 0.4
H -2.4747 -1.4167 -0.9391 -0.3 0.4 0.0
H -7.2005 1.8308 -0.3795 -0.3 0.2 0.4
H 0.3003 -4.3072 1.0516 -0.1 0.3 -0.2
H 5.5123 1.7753 1.9235 0.4 0.1 0.1
H 2.6516 -3.2178 -0.0905 0.2 0.8 -0.4
H 1.9289 4.2603 -2.6460 0.3 -0.5 -0.3
H 3.3376 2.1432 -2.6802 -0.3 -0.2 -0.1
H -2.6728 -4.8362 -3.2136 -0.2 -1.4 -0.1
H -2.2481 2.1278 4.9170 -0.2 0.0 -0.3
H -0.7736 6.9543 3.8714 -0.6 0.3 0.4
H 0.2906 2.6474 -1.5056 -0.2 -0.1 0.0
H -1.8656 5.2019 -0.4004 0.0 0.0 0.1
H 0.6539 -6.0029 0.6006 0.1 -0.2 0.9
H -2.9164 0.5910 4.8832 -0.6 0.4 -0.1
H 3.3621 2.1698 1.1725 -0.6 0.2 0.3
H 1.6432 2.0555 -6.1889 -1.0 0.4 -0.8
H -2.0320 3.8006 2.3714 0.5 -0.6 0.1
H 4.2921 1.9921 -7.4456 -1.2 -0.1 0.5
H -5.3408 -1.6540 -1.9256 -0.5 -0.8 -0.5
H -2.2406 4.8415 5.7126 0.4 0.1 0.0
H -7.1497 -7.7258 0.1604 0.4 -0.3 0.0
H 2.4579 -6.3035 2.4448 -0.2 0.0 0.3
H 5.5184 1.2106 -6.5059 0.2 -0.1 0.2
H 7.3038 -0.6328 -2.4019 -0.4 0.2 -0.6
H -8.9452 1.1457 -1.9022 0.1 -0.3 -0.6
H -6.9828 -6.0903 0.5921 0.4 0.4 0.4
H 4.0848 -3.7107 0.4254 0.2 0.1 0.1
H 4.4365 4.6100 -0.0065 0.6 0.0 -0.1
H -6.3937 -5.2539 -2.8832 -0.3 -0.2 -0.1
H 6.8610 -1.5314 0.9749 0.1 -0.6 0.2
H -4.8429 -6.9721 4.7098 0.0 -0.2 0.2
H 2.9012 4.4194 0.1291 -0.3 0.0 0.0
H 1.5120 7.5426 5.2941 0.3 -0.1 0.4
H -5.4819 -7.0332 0.3226 0.0 -0.1 -0.1
H -8.4082 2.3759 -3.1368 -0.1 -0.2 0.0
H -0.8004 -6.1013 -1.2773 0.3 -0.4 0.6
H -0.3036 1.3496 5.5939 0.3 -0.1 -0.1
H -2.4291 -3.2102 2.8351 0.3 0.1 0.3
H 3.3623 -1.3300 -5.3217 -0.8 -0.5 -1.5
H -1.0916 -1.6006 -4.8019 0.0 0.3 -0.1
H -6.8048 4.0132 -1.2025 -0.8 0.1 -0.4
H 5.0670 -0.1390 -2.5456 -0.8 1.0 -0.3
H -1.6898 5.4441 2.1297 0.3 0.3 -0.3
H 1.4923 4.7298 -5.4805 0.0 0.2 0.0
H 2.9547 2.5095 5.1476 -0.2 0.9 0.2
H 3.7634 -5.1598 2.6240 0.0 0.2 -0.1
H -6.2185 -2.2049 -0.4112 0.2 -0.1 -0.2
H 1.9260 2.8444 3.6877 -0.1 0.6 0.2
H -4.8783 -4.4549 2.0055 -0.3 -0.2 -0.1
H -1.3694 -1.2716 4.2324 -0.6 -0.1 0.8
H 3.3319 1.5809 -5.0666 -0.2 0.9 0.2
H -9.1704 2.7531 -1.5590 0.5 0.6 0.0
H -0.3505 2.7462 0.3207 -0.2 0.0 0.3
H 2.9651 6.3473 -4.0320 -0.3 -0.4 -0.3
H 2.3521 3.6160 -4.6452 0.2 -0.2 -0.5
H 4.5218 -0.2925 -5.0088 0.4 0.9 0.1
H 0.9342 5.0827 -0.3651 -0.6 0.0 -0.6
H 3.8805 -1.2588 -2.0648 0.0 -0.5 0.7
H -2.2694 6.1015 -1.8553 0.4 0.3 -0.3
H -0.3699 6.1576 5.4540 0.4 0.4 0.2
H 2.1651 -1.8531 3.4461 0.6 0.9 0.4
H -5.2048 0.8909 -1.6033 0.2 -0.2 0.6
H 2.7633 7.2848 4.0460 -0.1 -0.1 0.0
H 3.0855 -5.4508 0.2978 -0.6 -1.0 -0.2

9
Properties=species:S:1:pos:R:3:forces:R:3 method="wB97M-V/def2-TZVPD" de_lowest_ev=0.899 e_lumo_ev=0.740 e_tot_ev=-22126.4555 orbital_gap_ev=11.364
Cl -1.8529 0.3407 -1.0108 -0.2 -0.2 0.5
F -1.8072 -1.1454 1.1076 -0.2 0.0 -0.2
F -1.0516 0.8349 1.3531 -0.3 1.5 1.1
O 0.3180 -0.7231 0.2963 -5.3 0.1 1.6
C -1.1785 -0.1463 0.5422 4.5 -2.4 -2.0
C 1.1640 0.0573 -0.4181 2.4 1.6 -0.1
H 1.9847 -0.6175 -0.6682 0.2 0.2 -0.1
H 1.6187 0.9305 0.1441 -0.6 -0.8 -0.2
H 0.8047 0.4690 -1.3461 -0.6 0.0 -0.5